Entry 1:
C4H9N3O | ωB97M-V/def2-TZVPD

Last column: natural (NBO) charge in e.
CARTESIAN COORDINATES (ANGSTROEM)
C 2.0150 -0.3931 0.5081  -0.2276
C 1.2802 0.9940 -0.1690  -0.4965
C -0.1149 1.0765 -0.0109  0.6296
C -1.9564 -0.3093 -0.0636  0.2686
H 1.6918 -2.5315 -0.0069  0.3831
H 2.4210 -1.4844 -1.1993  0.3867
H 3.1299 -0.2744 0.7026  0.1957
H 1.6669 -0.5037 1.5086  0.2014
H 1.8633 1.7888 0.2986  0.2403
H 1.5826 1.2836 -1.2305  0.2483
H 0.0104 -0.9786 -0.0726  0.4420
H -2.4131 0.7111 -0.3948  0.2200
H -1.7176 -2.3261 0.4394  0.3225
N 1.6228 -1.4911 -0.3728  -0.8880
N -0.5946 -0.1156 -0.0126  -0.6526
N -2.4587 -1.4377 0.1039  -0.6456
O -0.6957 2.1772 0.0422  -0.6280

Forces on atoms 1 to 2 (eV/Å):
C 0.3342 2.0280 -1.5766
C 7.0122 -0.3072 0.2610

As for the LUMO energy: 0.432 eV. The energy above the lowest of the compared OMol25 structures with the same formula, charge and spin comes out at 74.1 kcal per mole. The SMILES is [H]/N=C\NC(=O)CCN. Its orbital gap is 0.361 Eh.

Entry 2:
C21H20BrCoN4O2S | ωB97M-V/def2-TZVPD

Last column: natural (NBO) charge in e.
CARTESIAN COORDINATES (ANGSTROEM)
Co 0.8662 -1.3314 -0.0632  0.4561
C 2.9645 0.6755 2.9347  -0.6899
C 2.0151 -0.1275 2.1089  0.2392
N 2.0836 -0.2550 0.8285  -0.1999
N 3.0726 0.3682 0.1166  -0.4346
C 3.0742 0.1825 -1.2273  0.3057
N 4.0190 0.8267 -1.9154  -0.7550
S 1.9453 -0.8204 -1.9629  -0.1199
C 0.8625 -0.8567 2.6634  0.1404
C 0.5065 -0.8587 3.9989  -0.2099
C -0.6176 -1.5730 4.3923  -0.1514
C -1.3441 -2.2569 3.4372  -0.2150
C -0.9292 -2.2093 2.1132  0.0567
N 0.1505 -1.5284 1.7288  -0.4395
H 3.9923 0.5563 2.5880  0.2321
H 2.9467 0.3550 3.9723  0.2516
H 2.7071 1.7375 2.9103  0.2499
H 3.6568 1.0562 0.5670  0.4007
H 4.7480 1.3635 -1.4775  0.4062
H 4.0607 0.6899 -2.9108  0.4320
H 1.0862 -0.3099 4.7263  0.2293
H -0.9161 -1.5885 5.4316  0.2369
H -2.2276 -2.8221 3.6968  0.2416
H -1.4779 -2.7251 1.3355  0.2408
C -0.4252 -4.4959 -3.2726  -0.1717
C -0.7174 -3.2522 -3.8723  -0.2237
C -1.1262 -2.1267 -3.2369  -0.2081
C -1.4997 -2.0810 -1.7927  -0.0607
C -0.1707 -3.8931 -0.8594  0.1746
C -0.2073 -4.7514 -1.9032  -0.3191
H -0.2866 -5.3367 -3.9390  0.2225
H -0.6053 -3.2011 -4.9494  0.2300
H -1.2731 -1.2177 -3.8039  0.2247
H -1.6443 -1.0405 -1.4916  0.2416
H 0.1084 -4.2055 0.1363  0.2035
H 0.0245 -5.7738 -1.6315  0.2417
Br -4.1666 -5.5456 -2.4286  0.0953
C -4.6481 -3.7756 -2.8843  -0.0635
C -5.7088 -3.5963 -3.7583  -0.2291
C -6.0733 -2.3177 -4.1492  -0.1709
C -5.3708 -1.2159 -3.6840  -0.2106
C -4.3002 -1.4028 -2.8280  -0.1873
C -3.9338 -2.6804 -2.4065  -0.1353
C -2.8093 -2.8203 -1.4348  0.5815
O -2.9015 -3.4214 -0.3972  -0.5088
O -0.4694 -2.5497 -0.8957  -0.5391
H -6.2436 -4.4591 -4.1295  0.2390
H -6.9081 -2.1860 -4.8244  0.2298
H -5.6547 -0.2177 -3.9875  0.2277
H -3.7543 -0.5410 -2.4627  0.2119

Forces on atoms 1 to 2 (eV/Å):
Co 0.0160 0.0444 0.0213
C 0.0052 -0.0045 0.0002

As for the net charge: +1. As for the LUMO energy (alpha / beta): -3.432 / -3.450 eV. As for the spin multiplicity: 2. The energy above the lowest of the compared OMol25 structures with the same formula, charge and spin comes out at 97.8 kcal per mole. The expectation value of S² is 0.80. Its orbital gap (alpha / beta) is 0.232 / 0.240 Eh.

Entry 3:
C21H33N3O7P2Ru | ωB97M-V/def2-TZVPD

Last column: natural (NBO) charge in e.
CARTESIAN COORDINATES (ANGSTROEM)
P -0.2247 -1.9587 -2.2636  1.5551
P -0.2180 1.6637 -3.3264  0.8723
C -0.5757 -1.0947 -3.8984  -0.6996
C 0.2357 0.1576 -4.2738  -0.7460
H -1.6601 -0.8648 -3.9239  0.2562
H -0.3515 -1.8520 -4.6696  0.2746
H 1.3266 -0.0016 -4.1789  0.2410
H 0.0074 0.4648 -5.3078  0.2760
C -1.6524 2.4556 -4.0881  -0.9550
H -2.1093 3.1399 -3.3539  0.2607
H -2.3850 1.6931 -4.3983  0.2477
H -1.2751 3.0287 -4.9540  0.2561
C 1.1343 2.8446 -3.7250  -0.9356
H 0.8570 3.4052 -4.6301  0.2542
H 2.0911 2.3110 -3.8698  0.2407
H 1.2361 3.5374 -2.8676  0.2584
C -1.4687 -3.2699 -2.3231  -0.9521
H -1.4333 -3.8557 -1.3959  0.2797
H -1.2453 -3.9298 -3.1793  0.2916
H -2.4773 -2.8556 -2.4682  0.2841
C 1.3280 -2.7911 -2.6273  -0.9535
H 2.0693 -2.0461 -2.9540  0.2732
H 1.1601 -3.5176 -3.4410  0.3014
H 1.6609 -3.3122 -1.7181  0.2787
Ru 0.5417 -2.1353 1.6102  1.1265
C 0.8576 2.6127 0.0382  -0.1634
C -0.4803 2.5048 0.0522  -0.1875
C -1.5564 1.7184 -0.5936  -0.4453
C -1.5739 0.2187 -1.0250  -0.4185
C -0.3849 -0.7165 -0.9541  -0.6068
C 1.0394 -0.4618 -1.0514  0.2186
C 1.6771 0.7683 -1.3949  -0.6155
C 1.9478 1.6260 -0.1737  -0.3998
C 0.9543 -4.0882 1.3966  -1.0376
H 1.2519 3.6047 0.2389  0.2452
H -0.9653 3.3460 0.5705  0.2377
H -1.9363 2.3374 -1.4304  0.2467
H -2.4019 1.8345 0.1203  0.2443
H -2.2639 -0.2291 -0.2950  0.2393
H -2.1040 0.1237 -1.9855  0.2381
H -0.4928 -1.3234 0.0203  0.2666
H 1.6088 -1.0944 -0.3378  0.2117
H 0.8902 1.3279 -1.9810  0.2480
H 2.6044 0.6156 -1.9828  0.2804
H 2.1632 1.0183 0.7145  0.2595
H 2.8560 2.1928 -0.3620  0.2627
H 1.2414 -4.4751 2.3949  0.2639
H 1.7651 -4.2049 0.6630  0.2257
H 0.0220 -4.5887 1.1073  0.2339
O -1.5688 -0.4356 8.1773  -0.3395
N -0.6877 0.3047 7.6970  0.4970
O 0.0196 1.0566 8.3992  -0.3328
C -0.4463 0.2758 6.2674  -0.0162
C -1.2291 -0.5477 5.4479  -0.0671
C -0.8786 -0.6841 4.0921  -0.1308
C 0.2260 0.0695 3.5271  0.4969
O 0.7844 -0.1635 2.3909  -0.7596
C 0.7758 1.1019 4.3714  -0.0622
C 0.5584 1.0955 5.7389  -0.0626
N 1.7231 2.0305 3.7779  0.5090
O 2.6252 2.4892 4.5167  -0.3254
O 1.5490 2.3933 2.6055  -0.3810
N -1.7158 -1.5204 3.2880  0.5036
O -2.9065 -1.6258 3.5998  -0.2207
O -1.2211 -2.3326 2.3547  -0.5427
H -2.0616 -1.1260 5.8443  0.2926
H 1.1624 1.7345 6.3806  0.3070

Forces on atoms 1 to 2 (eV/Å):
P -1.8176 -1.0453 -4.3184
P -0.1348 0.9831 -0.1777

As for the net charge: +2. As for the LUMO energy (alpha / beta): -9.110 / -9.229 eV. As for the spin multiplicity: 5. The energy above the lowest of the compared OMol25 structures with the same formula, charge and spin comes out at 30.4 kcal per mole. The expectation value of S² is 6.04. Its orbital gap (alpha / beta) is 0.173 / 0.169 Eh.

Entry 4:
C29H29IrN3O2 | ωB97M-V/def2-TZVPD

Last column: natural (NBO) charge in e.
CARTESIAN COORDINATES (ANGSTROEM)
Ir 0.5606 0.0622 0.6492  0.8148
C 1.7689 0.2924 4.7906  -0.6683
C 1.8600 0.2299 3.2722  0.4461
O 0.7435 0.0403 2.6776  -0.6500
C 3.1173 0.3670 2.7030  -0.4941
C 3.4749 0.3573 1.3403  0.2451
C 4.9346 0.3907 0.9618  -0.6567
N 2.5850 0.3082 0.3619  -0.3471
N 2.9797 0.3240 -0.9177  -0.4373
C 1.9847 0.2036 -1.7800  0.4886
O 0.7545 0.0302 -1.4122  -0.7038
C 2.2785 0.2532 -3.2034  -0.0163
C 3.5940 0.3090 -3.6822  -0.1938
C 3.8386 0.3518 -5.0374  -0.2331
C 2.7845 0.3497 -5.9457  -0.2325
C 1.4749 0.2898 -5.4778  -0.2293
C 1.2215 0.2397 -4.1257  -0.2035
H 0.7221 0.2870 5.0817  0.2181
H 2.2389 1.1986 5.1708  0.2069
H 2.2597 -0.5715 5.2381  0.2082
H 3.9369 0.4944 3.3983  0.1911
H 5.5773 0.4035 1.8405  0.1958
H 5.1441 1.2671 0.3473  0.2201
H 5.1655 -0.4887 0.3577  0.2223
H 4.4000 0.3127 -2.9616  0.2330
H 4.8599 0.3857 -5.4015  0.1989
H 2.9803 0.3937 -7.0084  0.1969
H 0.6536 0.2822 -6.1830  0.1994
H 0.2139 0.1950 -3.7421  0.2349
C -0.4992 -2.9370 -1.1489  -0.5843
C -0.8887 -2.7216 0.3284  -0.2188
C 0.2259 -3.3624 1.1850  -0.5937
C -0.9961 -1.2612 0.6519  -0.3032
C -2.2441 -3.3395 0.6000  0.0186
C -2.4630 -4.3051 1.5756  -0.2267
C -3.7397 -4.7804 1.8382  -0.2114
C -4.8256 -4.3057 1.1248  -0.2460
C -4.6217 -3.3460 0.1440  -0.2350
C -3.3491 -2.8744 -0.1126  -0.1590
H 0.4210 -2.3971 -1.3502  0.2410
H -1.2601 -2.5499 -1.8155  0.1981
H -0.3503 -3.9954 -1.3614  0.1895
H 1.1596 -2.8322 1.0027  0.2497
H 0.3560 -4.4102 0.9144  0.1847
H 0.0044 -3.2788 2.2464  0.2059
H -1.8995 -0.9818 1.1929  0.1338
H -1.6361 -4.6983 2.1489  0.2126
H -3.8827 -5.5352 2.6009  0.1982
H -5.8205 -4.6712 1.3377  0.1984
H -5.4624 -2.9710 -0.4249  0.1991
H -3.2010 -2.1145 -0.8653  0.2051
N -0.4174 2.0743 0.5682  -0.3230
C -1.1313 2.9987 0.5478  0.2183
C -1.9301 4.1171 0.5378  -0.0812
C -3.2181 4.1124 1.1419  -0.1850
C -3.9953 5.2402 1.1169  -0.2189
C -3.5495 6.4135 0.5018  -0.2053
C -2.2793 6.4323 -0.0810  -0.2191
C -1.4798 5.3216 -0.0706  -0.1841
H -3.5643 3.2074 1.6182  0.2274
H -4.9714 5.2236 1.5842  0.2115
H -4.1781 7.2931 0.4738  0.2094
H -1.9203 7.3413 -0.5468  0.2117
H -0.4981 5.3377 -0.5205  0.2273

Forces on atoms 1 to 2 (eV/Å):
Ir -1.7506 -3.5322 -1.7494
C -0.1347 -0.1251 -0.2428

As for the net charge: -1. As for the LUMO energy (alpha / beta): 2.359 / 2.359 eV. The energy above the lowest of the compared OMol25 structures with the same formula, charge and spin comes out at 55.2 kcal per mole. Its orbital gap (alpha / beta) is 0.167 / 0.167 Eh.